{"formula": "C18H17EuN", "method": "ωB97M-V/def2-TZVPD", "multiplicity": 8, "e_tot_ha": -1461.0235, "de_lowest_ev": 0.000, "total_charge": -2, "e_homo_ev": [1.294, 1.269], "s2": 15.76, "symbols": ["C", "C", "C", "C", "C", "Eu", "C", "C", "C", "N", "H", "H", "H", "H", "H", "H", "H", "H", "H", "H", "C", "C", "C", "C", "C", "C", "C", "C", "C", "C", "H", "H", "H", "H", "H", "H", "H"], "xyz": [[2.28580, -0.05773, -2.96536], [2.90749, 1.04949, -2.30530], [1.96471, 2.12553, -2.25850], [0.75523, 1.67961, -2.88288], [0.95291, 0.32721, -3.31331], [0.90677, 0.32843, -0.47794], [2.97330, -0.20605, 0.99999], [2.84551, -1.51644, 0.34228], [4.01352, -2.27425, 0.13672], [1.64933, -1.88807, -0.13227], [2.15192, 3.12265, -1.85624], [3.93086, 1.07124, -1.93327], [-0.14084, 2.27873, -3.04875], [0.23532, -0.28966, -3.85118], [2.75868, -1.01058, -3.19336], [3.84130, 0.39599, 0.70923], [1.60763, -2.80418, -0.59026], [2.55364, -0.06798, 1.99946], [4.94173, -1.85615, 0.49927], [3.96139, -3.26292, -0.30939], [-4.74582, 0.73360, 0.13675], [-3.71092, 0.77983, -0.81950], [-2.39825, 0.50600, -0.45199], [-2.07022, 0.20353, 0.90535], [-0.77034, 0.00344, 1.37652], [-0.46410, -0.39907, 2.63835], [-1.52566, -0.48841, 3.59741], [-2.82956, -0.21688, 3.22606], [-3.15105, 0.12400, 1.88337], [-4.46665, 0.40882, 1.46024], [-5.76962, 0.95217, -0.16373], [-3.94732, 1.03565, -1.85313], [-1.60100, 0.51828, -1.21598], [0.55820, -0.65244, 2.92731], [-1.29418, -0.77030, 4.62479], [-3.64462, -0.25985, 3.95597], [-5.26511, 0.37678, 2.20326]]}

{"formula": "C11H13NO2", "method": "ωB97M-V/def2-TZVPD", "multiplicity": 1, "e_tot_ha": -632.0469, "de_lowest_ev": 4.970, "total_charge": 0, "e_homo_ev": -8.320, "symbols": ["C", "C", "C", "C", "C", "C", "C", "C", "C", "C", "C", "H", "H", "H", "H", "H", "H", "H", "H", "H", "H", "H", "H", "H", "N", "O", "O"], "xyz": [[3.44978, -1.61924, 0.21553], [1.82373, -0.05048, -0.05224], [0.86070, -1.12074, 0.10519], [-0.48195, -0.83346, 0.17138], [-1.44570, -1.97584, 0.26308], [-2.59762, -1.74308, -0.50047], [-2.38385, 0.61194, 0.05714], [-2.84027, 1.96037, 0.45138], [-0.88531, 0.41423, 0.08535], [-0.04818, 1.61304, -0.05840], [1.31091, 1.27430, -0.02846], [2.79028, -1.86989, 1.16519], [3.41116, -2.18042, -0.87846], [4.59776, -1.46062, 0.47463], [1.00171, -2.14903, -0.13098], [-1.71143, -1.98359, 1.45980], [-0.84888, -2.88123, -0.05770], [-2.57240, -1.82286, -1.63667], [-3.42700, -2.33496, -0.20552], [-2.07421, 2.08307, 1.24288], [-3.92617, 1.96963, 0.89366], [-2.74244, 2.65041, -0.34977], [-0.48961, 2.57576, -0.54096], [3.25019, 1.79733, -0.32811], [-3.18729, -0.34852, -0.35293], [3.24285, -0.15680, -0.03992], [2.31698, 2.26427, -0.32186]]}

{"formula": "C33H51BrN8O4Rb", "method": "ωB97M-V/def2-TZVPD", "multiplicity": 1, "e_tot_ha": -4624.9601, "de_lowest_ev": 0.086, "total_charge": 1, "e_homo_ev": -9.345, "symbols": ["Rb", "C", "O", "C", "C", "O", "C", "C", "O", "C", "H", "H", "H", "H", "H", "H", "H", "H", "H", "H", "H", "H", "H", "H", "Br", "C", "C", "C", "C", "C", "C", "N", "N", "C", "C", "C", "C", "O", "C", "N", "C", "C", "C", "C", "H", "H", "H", "H", "H", "H", "H", "H", "H", "N", "C", "C", "C", "N", "C", "C", "N", "C", "H", "H", "H", "H", "H", "H", "H", "H", "H", "H", "H", "H", "H", "H", "H", "H", "C", "C", "N", "C", "C", "N", "C", "C", "H", "H", "H", "H", "H", "H", "H", "H", "H", "H", "H", "H"], "xyz": [[-0.48171, -0.19570, -1.09220], [-2.61049, 1.40727, -3.36611], [-2.51203, 0.03484, -3.03414], [-1.93340, -0.73370, -4.07647], [-1.98138, -2.19531, -3.68721], [-1.16311, -2.51737, -2.57085], [0.15586, -2.92752, -2.90858], [0.84344, -3.48385, -1.68121], [1.21231, -2.45007, -0.78049], [2.58308, -2.47881, -0.41441], [-3.32841, 1.56377, -4.17670], [-1.63728, 1.81136, -3.66816], [-2.95470, 1.93137, -2.47540], [-0.90245, -0.39831, -4.26025], [-2.50449, -0.60002, -5.00368], [-1.70199, -2.80786, -4.55071], [-3.00407, -2.44969, -3.40588], [0.73936, -2.08259, -3.30247], [0.11550, -3.69999, -3.68492], [1.72608, -4.04412, -2.00262], [0.16432, -4.17595, -1.17495], [2.85305, -3.43799, 0.03436], [2.73995, -1.69402, 0.32436], [3.23144, -2.30203, -1.27878], [6.00837, -3.01885, 0.54311], [5.19894, -2.38890, 2.13668], [5.67065, -1.22826, 2.72624], [5.06992, -0.77017, 3.88887], [3.97799, -1.44195, 4.41793], [3.53534, -2.62587, 3.83904], [4.15452, -3.10676, 2.69773], [3.42408, -0.96756, 5.65927], [2.22299, -0.69231, 5.76115], [1.36367, -0.72798, 4.60227], [0.30565, -1.59094, 4.58646], [-0.56071, -1.65924, 3.48500], [-0.42377, -0.82127, 2.38809], [-1.21998, -0.85125, 1.35586], [0.64379, 0.15794, 2.43696], [0.74190, 1.03899, 1.39901], [1.67136, 1.96128, 1.45011], [2.57579, 2.10680, 2.51799], [2.50057, 1.22912, 3.55822], [1.52731, 0.20274, 3.54346], [6.50859, -0.69877, 2.29479], [5.44735, 0.11281, 4.38841], [2.71922, -3.17687, 4.28467], [3.82978, -4.03688, 2.25186], [0.15855, -2.25503, 5.43011], [-1.35940, -2.39160, 3.47540], [1.72104, 2.65234, 0.61293], [3.30216, 2.90765, 2.50703], [3.16438, 1.32614, 4.40689], [-5.35000, 0.93857, -0.21275], [-5.84163, 1.29903, 1.13362], [-4.99089, 2.40057, 1.77377], [-3.58971, 1.98496, 2.22718], [-2.67833, 1.86153, 1.07658], [-3.64732, 0.68692, 3.03236], [-4.45132, -0.43109, 2.37621], [-3.74180, -0.93751, 1.15741], [-5.85561, 0.04230, 2.01119], [-5.02507, 1.76124, -0.70530], [-6.10194, 0.53730, -0.76213], [-3.95654, -0.27617, 0.38896], [-6.86610, 1.68148, 1.07832], [-5.53647, 2.76161, 2.64987], [-4.91973, 3.25234, 1.09006], [-3.23303, 2.75842, 2.91828], [-1.80084, 1.43313, 1.36486], [-2.45049, 2.79361, 0.74715], [-4.13585, 0.90264, 3.98594], [-2.63971, 0.34094, 3.27127], [-4.50921, -1.27016, 3.07088], [-4.09846, -1.85105, 0.89052], [-2.64415, -0.98215, 1.32130], [-6.39139, 0.25730, 2.93839], [-6.41024, -0.75609, 1.50876], [1.40713, 1.26419, -4.63921], [2.65787, 2.07467, -5.07606], [3.40678, 2.50908, -3.89871], [2.55943, 3.37466, -3.08245], [1.26656, 2.61751, -2.67462], [1.31160, 1.23430, -3.17235], [2.51989, 0.58353, -2.63863], [3.79031, 1.33767, -3.11469], [1.45841, 0.23178, -4.99532], [0.48887, 1.70410, -5.03604], [2.37587, 2.95997, -5.64783], [3.31821, 1.47516, -5.70416], [2.32694, 4.27316, -3.65568], [3.13146, 3.68318, -2.20559], [0.37650, 3.09935, -3.08654], [1.14950, 2.58351, -1.58727], [2.52379, -0.45670, -2.97487], [2.45398, 0.57421, -1.54608], [4.41987, 0.69967, -3.73674], [4.39390, 1.66826, -2.26793]]}

{"formula": "C6H11IrN5P", "method": "ωB97M-V/def2-TZVPD", "multiplicity": 6, "e_tot_ha": -953.9895, "de_lowest_ev": 0.801, "total_charge": 1, "e_homo_ev": [-8.626, -11.914], "s2": 8.78, "symbols": ["C", "C", "C", "C", "C", "Ir", "P", "H", "H", "H", "H", "H", "H", "H", "H", "N", "N", "N", "C", "N", "N", "H", "H", "H"], "xyz": [[0.01715, 0.23725, -2.12371], [-0.68897, -0.75752, -3.24276], [0.01061, -1.93891, -3.37447], [1.15777, -1.87599, -2.52477], [1.27484, -0.57992, -1.97675], [-0.02287, 1.14322, 0.16597], [-0.01063, 2.99031, -0.76630], [0.10008, 1.23786, -2.63783], [-1.66465, -0.46395, -3.63513], [-0.32800, -2.86599, -3.85166], [2.06765, -0.07099, -1.35463], [1.79109, -2.69668, -2.15490], [-1.12670, 3.61670, -0.08986], [-0.17988, 3.22487, -2.18432], [1.23427, 3.64633, -0.32203], [-0.53375, -2.13804, 4.08244], [-0.60963, -0.91326, 3.40331], [-0.29769, 0.27455, 4.07586], [-0.04251, 1.06678, 3.05447], [-0.11148, 0.40699, 1.87816], [-0.35123, -0.90451, 2.10407], [-1.01758, -2.80498, 3.48761], [-0.92949, -1.92515, 4.98983], [0.26159, 2.09103, 2.99739]]}